[1]
The ion C7H13N7O with charge +2 at a distorted geometry. Source: OMol25; level of theory: the ωB97M-V functional and the def2-TZVPD basis.

```
28
C7H13N7O the ωB97M-V functional and the def2-TZVPD basis
C -2.27 1.58 -1.36
O -2.91 1.22 -0.08
C -2.16 0.49 0.81
N -2.75 0.37 1.99
N -0.92 0.08 0.44
C -0.54 -1.12 0.14
N -1.41 -2.10 -0.10
N 0.78 -1.31 -0.17
C 1.78 -0.23 -0.12
C 1.62 0.86 -1.00
N 2.57 1.82 -0.95
C 3.57 1.79 -0.08
N 3.86 0.76 0.55
C 3.04 -0.31 0.59
N 3.42 -1.36 1.35
H -1.17 1.91 -1.06
H -2.77 2.38 -1.73
H -2.42 0.68 -2.11
H -2.32 -0.02 2.89
H -3.57 1.00 2.05
H -2.40 -1.99 0.14
H -1.07 -3.07 -0.36
H 1.04 -2.30 -0.29
H 0.73 0.88 -1.63
H 2.45 2.73 -1.51
H 4.19 2.58 0.04
H 2.77 -1.95 1.72
H 4.36 -1.53 1.54
```

## Properties
- Gap between HOMO and LUMO: 9.615 eV
- Total charge: +2
- Structure (SMILES): COC(=[NH2+])/N=C(\N)Nc1c[nH]cnc1=[NH2+]
- DFT total energy: -732.50181 Eh
- LUMO: -7.024 eV
- Energy relative to the best compared isomer or geometry (same formula, charge and spin): 0.0 kcal/mol

---

[2]
A structure of composition C25H22F3N9NiO. Source: OMol25; level of theory: the ωB97M-V functional and the def2-TZVPD basis.

```
61
C25H22F3N9NiO the ωB97M-V functional and the def2-TZVPD basis
Ni 0.74 0.30 0.45
N -3.29 -2.68 2.32
C -2.39 -1.73 2.55
N -1.91 -0.91 1.67
C -2.40 -0.99 0.38
N -2.03 -0.15 -0.54
N -1.07 0.73 -0.14
C -1.31 1.99 -0.22
C -0.24 2.88 0.23
C -0.33 4.26 0.21
C 0.72 5.00 0.73
C 1.82 4.33 1.25
C 1.84 2.95 1.23
N 0.83 2.24 0.73
C -3.33 -2.05 0.02
C -3.80 -2.25 -1.29
C -4.67 -3.28 -1.55
C -5.11 -4.12 -0.53
C -4.67 -3.94 0.77
C -3.78 -2.90 1.03
H -3.62 -3.25 3.08
H -2.03 -1.65 3.58
H -2.27 2.35 -0.56
H -1.21 4.74 -0.19
H 0.68 6.08 0.73
H 2.65 4.87 1.68
H 2.67 2.38 1.63
H -3.46 -1.58 -2.07
H -5.04 -3.43 -2.56
H -5.81 -4.92 -0.74
H -5.01 -4.59 1.56
C 4.93 -0.73 2.02
N 4.66 -0.41 0.61
C 5.64 -0.46 -0.33
C 5.39 -0.17 -1.62
C 4.05 0.18 -1.96
N 3.09 0.21 -1.03
C 3.39 -0.08 0.23
O 2.51 -0.06 1.15
N 3.72 0.48 -3.21
H 6.00 -0.90 2.13
H 4.39 -1.63 2.30
H 4.62 0.09 2.65
H 6.63 -0.73 0.03
H 6.18 -0.21 -2.36
H 4.41 0.50 -3.94
H 2.78 0.76 -3.42
F -0.40 -6.03 -1.91
C -0.06 -5.77 -0.64
F -1.06 -6.18 0.15
F 1.02 -6.49 -0.34
C 0.20 -4.30 -0.42
C 0.57 -3.86 0.84
C 0.77 -2.51 1.04
N 0.60 -1.62 0.06
C 0.27 -2.04 -1.17
C 0.07 -3.38 -1.45
H 0.70 -4.56 1.66
H 1.05 -2.12 2.00
H 0.15 -1.29 -1.93
H -0.20 -3.69 -2.45
```

## Properties
- Gap between HOMO and LUMO (spin up / spin down): 7.540 / 7.559 eV
- Total charge: +2
- DFT total energy: -3341.47359 Eh
- LUMO (spin up / spin down): -5.971 / -5.966 eV

---

[3]
An isolated molecule of C6H8O2 at a distorted geometry. Source: OMol25; level of theory: the ωB97M-V functional and the def2-TZVPD basis.

```
16
C6H8O2 the ωB97M-V functional and the def2-TZVPD basis
C -1.56 -0.02 -0.61
O -1.23 -1.35 -0.04
C -0.01 -1.19 0.68
O 1.16 -1.39 -0.08
C 1.52 -0.19 -0.68
C 0.91 0.95 0.10
C -0.66 1.03 0.03
C 0.05 0.30 1.11
H -1.47 -0.05 -1.68
H -2.64 0.02 -0.42
H 0.08 -2.01 1.44
H 2.59 -0.15 -0.69
H 1.09 -0.22 -1.71
H 1.49 1.85 0.38
H -1.12 1.96 0.01
H -0.20 0.46 2.15
```

## Properties
- Gap between HOMO and LUMO: 10.930 eV
- Structure (SMILES): C1O[C@H]2OC[C@H]3[C@@H]1[C@@H]23
- DFT total energy: -383.82891 Eh
- LUMO: 0.949 eV
- Energy relative to the best compared isomer or geometry (same formula, charge and spin): 51.0 kcal/mol

---

Among the records above, which one has the highest DFT total energy? C6H8O2

---

The highest DFT total energy belongs to which entry? C6H8O2

---

The highest DFT total energy belongs to which entry? C6H8O2